Entry 1:
Formula: C5H9N3O2S
Source: OMol25
Level of theory: ωB97M-V/def2-TZVPD

Computed properties:
HOMO-LUMO gap (alpha / beta) = 6.82 / 7.57 eV
LUMO (alpha / beta) = -1.59 / -0.60 eV

Each line ends with the natural charge from an NBO analysis.
Atoms and positions in Å:
C1 3.27 0.25 0.41  -0.30
C2 2.41 0.92 -0.47  -0.44
C3 2.74 -1.03 0.57  -0.07
C4 1.48 0.03 -0.90  0.34
C5 -3.01 -0.55 0.10  -0.88
N1 1.66 -1.11 -0.31  -0.58
N2 -0.95 1.73 0.09  -0.57
N3 -0.92 0.60 -0.78  -0.50
O1 -0.76 -0.67 1.35  -0.97
O2 -0.90 -1.81 -0.87  -0.94
S1 -1.25 -0.74 -0.02  2.28
H1 3.78 0.73 1.20  0.22
H2 2.58 2.00 -0.79  0.22
H3 3.05 -1.88 1.09  0.21
H4 -3.40 -1.33 0.76  0.25
H5 -2.97 0.44 0.55  0.24
H6 -3.61 -0.64 -0.78  0.25
H7 0.94 -1.75 -0.28  0.43
H8 -0.39 2.45 -0.40  0.40
H9 -0.78 1.47 1.02  0.39



Entry 2:
Formula: C84H206N28O24
Source: OMol25
Level of theory: ωB97M-V/def2-TZVPD

Computed properties:
HOMO-LUMO gap = 8.50 eV
LUMO = 0.15 eV

Each line ends with the Löwdin charge.
Atoms and positions in Å:
C1 -0.17 -6.24 0.06  -0.75
O1 -0.42 -5.13 0.45  0.03
N1 -1.12 -7.08 -0.30  0.18
N2 1.04 -6.75 -0.13  0.17
H1 -1.00 -8.04 -0.55  0.10
H2 -2.03 -6.70 -0.59  0.07
H3 1.75 -6.37 0.49  0.08
H4 1.14 -7.76 -0.07  0.11
C2 -2.06 0.14 -7.74  -0.71
O2 -2.50 -0.87 -7.22  -0.01
N3 -2.75 1.27 -7.87  0.19
N4 -0.83 0.22 -8.19  0.19
H5 -3.76 1.19 -7.98  0.07
H6 -2.31 2.00 -8.41  0.08
H7 -0.27 -0.62 -8.06  0.10
H8 -0.37 1.07 -8.48  0.07
C3 -6.48 -0.12 -1.55  -0.70
O3 -5.46 0.30 -2.13  -0.03
N5 -6.89 0.25 -0.35  0.18
N6 -7.25 -1.03 -2.04  0.20
H9 -6.20 0.57 0.35  0.08
H10 -7.66 -0.23 0.12  0.12
H11 -6.97 -1.55 -2.86  0.08
H12 -8.06 -1.37 -1.58  0.11
C4 -4.04 -5.06 -1.41  -0.74
O4 -3.92 -6.13 -0.82  -0.01
N7 -5.17 -4.70 -1.94  0.19
N8 -3.06 -4.17 -1.43  0.20
H13 -5.78 -5.48 -2.19  0.13
H14 -5.29 -3.84 -2.42  0.05
H15 -2.26 -4.36 -0.84  0.07
H16 -3.16 -3.21 -1.72  0.07
C5 -0.48 4.09 -7.82  -0.73
O5 -0.39 3.08 -8.52  0.01
N9 -1.53 4.92 -7.74  0.17
N10 0.45 4.51 -7.07  0.19
H17 -2.16 4.85 -8.51  0.10
H18 -1.39 5.83 -7.37  0.09
H19 0.31 5.32 -6.50  0.10
H20 1.18 3.88 -6.74  0.08
C6 -4.05 2.22 0.88  -0.70
O6 -4.79 1.46 1.44  0.02
N11 -3.10 2.90 1.55  0.20
N12 -4.06 2.39 -0.47  0.19
H21 -2.97 2.55 2.49  0.06
H22 -2.39 3.44 1.08  0.05
H23 -3.35 3.02 -0.81  0.05
H24 -4.63 1.76 -1.02  0.06
C7 -5.73 1.43 -6.19  -0.71
O7 -5.56 1.24 -7.36  0.05
N13 -6.55 2.39 -5.61  0.15
N14 -5.21 0.81 -5.19  0.21
H25 -7.26 2.69 -6.25  0.09
H26 -6.14 3.17 -5.14  0.04
H27 -4.37 0.28 -5.33  0.08
H28 -5.54 1.02 -4.26  0.07
C8 -4.56 -2.32 -4.76  -0.71
O8 -5.46 -2.54 -3.93  -0.03
N15 -3.37 -1.91 -4.45  0.20
N16 -4.76 -2.28 -6.08  0.18
H29 -3.16 -1.67 -3.49  0.08
H30 -2.83 -1.46 -5.20  0.08
H31 -4.15 -1.75 -6.71  0.07
H32 -5.54 -2.81 -6.41  0.11
C9 2.83 1.07 -3.45  -0.81
O9 3.20 2.21 -3.56  0.02
N17 1.86 0.68 -2.71  0.23
N18 3.38 0.15 -4.20  0.20
H33 1.45 -0.25 -2.69  0.10
H34 1.22 1.44 -2.56  0.09
H35 4.04 0.53 -4.85  0.09
H36 2.85 -0.71 -4.36  0.08
C10 4.94 -10.61 6.77  -0.07
O10 4.59 -10.04 5.47  -0.19
C11 4.97 -8.71 5.30  -0.29
C12 4.82 -8.38 3.86  -0.19
N19 5.02 -6.90 3.67  -0.04
C13 3.87 -6.08 4.03  -0.22
C14 2.83 -5.88 2.94  -0.20
O11 3.31 -5.39 1.68  -0.22
C15 3.70 -4.06 1.58  -0.10
H37 4.38 -10.16 7.61  0.09
H38 6.00 -10.41 6.91  0.08
H39 4.78 -11.68 6.70  0.08
H40 6.00 -8.49 5.57  0.12
H41 4.34 -8.01 5.89  0.12
H42 3.83 -8.75 3.53  0.12
H43 5.60 -8.94 3.31  0.13
H44 5.19 -6.62 2.70  0.10
H45 4.21 -5.06 4.25  0.10
H46 3.28 -6.45 4.87  0.12
H47 2.03 -5.24 3.33  0.12
H48 2.45 -6.87 2.70  0.11
H49 2.95 -3.37 1.95  0.07
H50 3.91 -3.85 0.52  0.08
H51 4.64 -3.89 2.12  0.09
C16 3.66 7.00 -3.13  -0.10
O12 4.10 6.45 -4.39  -0.20
C17 3.32 5.26 -4.75  -0.19
C18 4.02 4.55 -5.91  -0.19
N20 3.17 3.47 -6.39  -0.07
C19 3.58 2.87 -7.65  -0.21
C20 4.97 2.43 -7.71  -0.26
O13 5.09 1.30 -6.87  -0.19
C21 6.47 1.04 -6.56  -0.08
H52 3.58 6.20 -2.41  0.06
H53 2.65 7.36 -3.25  0.07
H54 4.28 7.82 -2.77  0.09
H55 2.34 5.65 -5.16  0.12
H56 3.21 4.68 -3.85  0.09
H57 5.02 4.23 -5.61  0.12
H58 4.17 5.34 -6.65  0.13
H59 3.09 2.79 -5.64  0.08
H60 3.33 3.56 -8.47  0.13
H61 2.95 1.99 -7.81  0.13
H62 5.69 3.18 -7.35  0.11
H63 5.30 2.24 -8.74  0.13
H64 6.90 1.96 -6.16  0.09
H65 7.09 0.76 -7.42  0.09
H66 6.56 0.28 -5.80  0.08
C22 0.81 -1.59 1.43  -0.11
O14 -0.26 -0.93 0.82  -0.20
C23 -1.40 -1.79 0.61  -0.17
C24 -2.60 -0.97 0.08  -0.18
N21 -2.53 -0.75 -1.36  -0.03
C25 -1.63 0.39 -1.62  -0.20
C26 -1.63 0.79 -3.05  -0.21
O15 -0.91 2.00 -3.19  -0.24
C27 -0.62 2.53 -4.50  -0.06
H67 1.69 -0.95 1.41  0.07
H68 1.05 -2.56 0.97  0.07
H69 0.51 -1.84 2.46  0.09
H70 -1.69 -2.28 1.56  0.11
H71 -1.18 -2.58 -0.10  0.09
H72 -2.64 0.01 0.59  0.10
H73 -3.57 -1.38 0.32  0.12
H74 -3.44 -0.51 -1.71  0.06
H75 -0.60 0.13 -1.32  0.11
H76 -1.90 1.24 -1.03  0.09
H77 -2.65 0.96 -3.37  0.11
H78 -1.16 0.04 -3.66  0.11
H79 -1.47 2.33 -5.17  0.10
H80 0.35 2.17 -4.86  0.09
H81 -0.55 3.62 -4.43  0.07
C28 9.67 3.96 4.53  -0.12
O16 9.16 2.70 4.20  -0.19
C29 7.86 2.40 4.65  -0.23
C30 6.78 3.27 3.98  -0.21
N22 6.41 2.78 2.62  -0.04
C31 5.29 3.49 1.97  -0.21
C32 4.79 2.80 0.70  -0.23
O17 4.17 1.58 1.02  -0.19
C33 4.07 0.62 0.03  -0.11
H82 9.64 4.13 5.59  0.08
H83 9.10 4.76 4.02  0.08
H84 10.73 3.98 4.25  0.09
H85 7.77 2.46 5.75  0.12
H86 7.60 1.36 4.37  0.12
H87 6.99 4.34 3.93  0.11
H88 5.94 3.14 4.70  0.11
H89 6.01 1.86 2.70  0.07
H90 5.52 4.53 1.68  0.12
H91 4.54 3.66 2.78  0.12
H92 5.69 2.76 0.06  0.13
H93 4.17 3.50 0.16  0.10
H94 3.47 -0.16 0.49  0.07
H95 5.01 0.24 -0.35  0.09
H96 3.51 0.96 -0.84  0.07
C34 -8.64 5.66 -3.14  -0.14
O18 -8.42 4.73 -2.12  -0.17
C35 -7.94 3.48 -2.59  -0.22
C36 -6.45 3.40 -2.59  -0.19
N23 -5.76 4.34 -3.53  -0.04
C37 -4.31 4.19 -3.54  -0.19
C38 -3.67 5.15 -4.55  -0.21
O19 -3.96 6.47 -4.14  -0.20
C39 -3.50 7.41 -5.02  -0.17
H97 -9.71 5.87 -3.28  0.08
H98 -8.34 5.31 -4.16  0.09
H99 -8.07 6.56 -2.92  0.08
H100 -8.34 3.28 -3.59  0.11
H101 -8.39 2.67 -1.99  0.13
H102 -6.28 2.40 -2.98  0.08
H103 -6.05 3.49 -1.59  0.11
H104 -6.00 5.27 -3.17  0.11
H105 -4.10 3.15 -3.84  0.12
H106 -3.79 4.39 -2.58  0.09
H107 -4.12 5.03 -5.53  0.12
H108 -2.59 5.07 -4.65  0.09
H109 -3.89 7.34 -6.10  0.11
H110 -2.36 7.40 -5.07  0.09
H111 -3.73 8.41 -4.58  0.10
C40 -2.56 -0.01 4.08  -0.03
C41 -1.81 1.16 4.66  -0.47
C42 -0.61 1.47 3.77  -0.13
C43 0.13 2.72 4.20  -0.16
C44 -0.86 3.88 4.08  -0.15
C45 -2.10 3.69 4.98  -0.51
N24 -2.70 2.38 4.56  -0.11
O20 -3.93 2.22 5.21  -0.01
C46 -1.75 3.85 6.47  -0.02
C47 -3.13 4.75 4.66  -0.04
C48 -1.38 0.76 6.13  0.00
H112 -1.91 -0.90 4.15  0.08
H113 -2.67 0.26 3.03  0.07
H114 -3.54 -0.24 4.47  0.09
H115 0.09 0.65 3.79  0.10
H116 -0.98 1.47 2.75  0.10
H117 0.96 2.83 3.47  0.11
H118 0.56 2.88 5.18  0.11
H119 -1.21 4.01 3.05  0.10
H120 -0.41 4.87 4.32  0.13
H121 -1.40 4.90 6.53  0.10
H122 -2.56 3.72 7.18  0.09
H123 -0.94 3.21 6.80  0.05
H124 -2.61 5.70 4.46  0.09
H125 -3.61 4.47 3.70  0.08
H126 -3.88 4.82 5.46  0.09
H127 -0.61 1.40 6.54  0.05
H128 -1.18 -0.31 6.16  0.06
H129 -2.25 0.87 6.79  0.09
H130 -4.61 2.31 4.54  0.10
C49 2.89 -3.22 6.84  -0.02
C50 2.66 -1.73 7.23  -0.49
C51 3.73 -1.17 8.22  -0.13
C52 5.06 -0.96 7.57  -0.17
C53 4.80 0.05 6.44  -0.13
C54 3.82 -0.41 5.37  -0.53
N25 2.61 -0.80 6.08  -0.09
O21 1.74 -1.31 5.11  -0.07
C55 3.47 0.75 4.46  -0.02
C56 4.37 -1.51 4.45  -0.01
C57 1.27 -1.64 7.83  -0.03
H131 3.92 -3.53 6.64  0.07
H132 2.36 -3.40 5.91  0.06
H133 2.45 -3.85 7.60  0.08
H134 3.25 -0.26 8.53  0.11
H135 3.72 -1.94 9.01  0.13
H136 5.51 -1.85 7.13  0.11
H137 5.79 -0.58 8.29  0.12
H138 5.71 0.42 5.95  0.11
H139 4.27 0.86 6.92  0.12
H140 2.90 1.52 5.00  0.09
H141 4.38 1.18 4.04  0.06
H142 2.81 0.38 3.66  0.08
H143 3.53 -1.88 3.85  0.07
H144 5.12 -1.01 3.85  0.08
H145 4.78 -2.37 5.01  0.08
H146 1.08 -0.60 8.14  0.10
H147 1.21 -2.37 8.64  0.09
H148 0.55 -1.95 7.07  0.06
H149 0.86 -0.94 5.31  0.08
C58 -3.02 6.01 -0.03  0.00
C59 -1.48 5.99 -0.31  -0.52
C60 -0.74 6.85 0.71  -0.13
C61 0.76 6.67 0.67  -0.17
C62 1.11 5.19 0.87  -0.08
C63 0.38 4.21 -0.21  -0.44
N26 -1.06 4.61 -0.19  -0.07
O22 -1.71 3.79 -1.16  -0.08
C64 1.03 4.39 -1.60  -0.01
C65 0.50 2.80 0.28  0.01
C66 -1.34 6.57 -1.71  -0.03
H150 -3.57 5.45 -0.78  0.06
H151 -3.36 7.04 0.01  0.09
H152 -3.16 5.53 0.93  0.07
H153 -1.14 7.88 0.63  0.14
H154 -1.07 6.45 1.66  0.11
H155 1.29 7.26 1.43  0.11
H156 1.19 7.10 -0.25  0.10
H157 0.90 4.84 1.89  0.10
H158 2.15 4.96 0.71  0.10
H159 1.24 5.40 -1.94  0.06
H160 1.98 3.86 -1.67  0.07
H161 0.52 3.88 -2.42  0.06
H162 0.04 2.17 -0.48  0.07
H163 1.56 2.61 0.40  0.09
H164 -0.09 2.74 1.18  0.06
H165 -1.89 7.51 -1.83  0.10
H166 -1.80 5.94 -2.47  0.06
H167 -0.29 6.72 -2.00  0.07
H168 -1.20 3.71 -1.98  0.06
C67 2.01 -4.66 -2.34  -0.02
C68 2.68 -3.49 -3.07  -0.48
C69 3.82 -3.99 -4.07  -0.12
C70 3.28 -4.64 -5.29  -0.19
C71 2.31 -3.70 -6.00  -0.12
C72 1.15 -3.25 -5.05  -0.53
N27 1.77 -2.67 -3.85  -0.08
O23 0.69 -2.18 -3.03  -0.05
C73 0.40 -2.13 -5.71  -0.05
C74 0.20 -4.45 -4.97  -0.02
C75 3.41 -2.59 -2.07  -0.04
H169 1.69 -5.52 -2.92  0.08
H170 1.23 -4.30 -1.65  0.07
H171 2.77 -5.08 -1.68  0.08
H172 4.44 -3.12 -4.28  0.12
H173 4.41 -4.65 -3.44  0.12
H174 2.82 -5.64 -5.12  0.11
H175 4.11 -4.85 -6.00  0.12
H176 1.89 -4.02 -6.95  0.12
H177 2.82 -2.76 -6.21  0.12
H178 0.85 -1.17 -5.43  0.08
H179 0.38 -2.35 -6.79  0.09
H180 -0.63 -2.02 -5.34  0.07
H181 -0.57 -4.25 -4.19  0.09
H182 -0.38 -4.47 -5.87  0.09
H183 0.68 -5.39 -4.70  0.07
H184 4.36 -2.97 -1.67  0.09
H185 2.73 -2.39 -1.25  0.07
H186 3.59 -1.63 -2.53  0.06
H187 0.35 -2.89 -2.47  0.09
C76 -1.19 -5.64 4.02  -0.02
C77 -1.93 -4.66 4.90  -0.54
C78 -2.91 -3.78 4.08  -0.12
C79 -4.13 -4.51 3.52  -0.16
C80 -4.89 -5.02 4.74  -0.15
C81 -4.02 -5.93 5.59  -0.48
N28 -2.75 -5.22 5.95  -0.12
O24 -2.05 -5.94 6.87  -0.02
C82 -4.77 -6.21 6.90  -0.05
C83 -3.80 -7.35 4.95  -0.02
C84 -0.95 -3.79 5.61  -0.04
H188 -0.69 -6.41 4.62  0.09
H189 -0.38 -5.22 3.42  0.07
H190 -1.80 -6.16 3.31  0.06
H191 -3.19 -2.87 4.62  0.11
H192 -2.37 -3.46 3.19  0.10
H193 -3.87 -5.35 2.89  0.10
H194 -4.76 -3.84 2.93  0.12
H195 -5.84 -5.54 4.57  0.12
H196 -5.16 -4.12 5.33  0.13
H197 -4.33 -6.96 7.57  0.08
H198 -4.69 -5.28 7.52  0.10
H199 -5.83 -6.43 6.77  0.08
H200 -3.11 -7.99 5.53  0.08
H201 -4.74 -7.91 4.94  0.08
H202 -3.48 -7.39 3.90  0.07
H203 -0.33 -4.41 6.24  0.08
H204 -1.59 -3.18 6.21  0.09
H205 -0.39 -3.27 4.81  0.09
H206 -1.75 -6.81 6.59  0.09



Entry 3:
Formula: C36H33N3STi
Source: OMol25
Level of theory: ωB97M-V/def2-TZVPD

Computed properties:
HOMO-LUMO gap (alpha / beta) = 5.40 / 5.32 eV
Total charge = -1
Multiplicity = 2
LUMO (alpha / beta) = 2.39 / 2.18 eV

Each line ends with the Mulliken spin population.
Atoms and positions in Å:
Ti1 0.39 -0.06 1.30  0.54
C1 2.44 -0.03 1.96  -0.02
C2 3.50 0.16 2.52  0.01
C3 4.76 0.37 3.17  0.00
C4 5.75 1.14 2.56  0.00
C5 6.97 1.35 3.19  0.00
C6 7.22 0.79 4.44  0.00
C7 6.24 0.02 5.05  0.00
C8 5.03 -0.19 4.42  0.00
H1 5.55 1.58 1.59  0.00
H2 7.72 1.96 2.70  0.00
H3 8.17 0.96 4.93  0.00
H4 6.42 -0.43 6.02  0.00
H5 4.26 -0.80 4.89  0.00
C9 -3.24 -0.57 1.90  -0.04
N1 -2.42 0.47 2.48  0.18
C10 -2.84 1.74 2.81  -0.01
C11 -1.86 2.36 3.51  0.06
N2 -0.80 1.48 3.59  0.16
C12 -1.12 0.28 2.94  0.07
S1 -0.36 -1.20 3.37  0.04
H6 -4.21 -0.14 1.64  0.00
H7 -3.38 -1.38 2.63  0.00
H8 -2.76 -0.98 1.02  0.02
H9 -3.79 2.12 2.49  0.01
H10 -1.82 3.37 3.87  0.00
H11 -0.02 1.50 4.23  -0.02
C13 3.18 1.75 -3.21  0.00
N3 2.67 0.63 -2.47  0.00
C14 3.40 0.44 -1.23  0.01
C15 1.21 0.64 -2.25  0.01
C16 0.70 1.80 -1.41  0.01
C17 0.51 3.03 -2.03  0.00
C18 0.12 4.16 -1.33  0.00
C19 -0.09 4.06 0.04  0.00
C20 0.07 2.82 0.66  0.02
C21 0.44 1.65 -0.03  -0.05
H12 4.24 1.57 -3.44  0.00
H13 3.12 2.72 -2.68  0.00
H14 2.65 1.86 -4.16  0.00
H15 4.45 0.24 -1.45  0.00
H16 2.99 -0.41 -0.68  0.00
H17 3.35 1.31 -0.56  0.00
H18 0.95 -0.30 -1.77  -0.01
H19 0.73 0.66 -3.23  0.00
H20 0.68 3.10 -3.10  0.00
H21 -0.01 5.10 -1.84  0.00
H22 -0.39 4.92 0.62  0.00
H23 -0.13 2.78 1.72  0.03
C22 -0.39 -1.33 0.09  -0.04
C23 -1.29 -1.76 -0.66  0.01
C24 -2.33 -2.17 -1.45  -0.02
C25 -3.17 -3.28 -1.02  0.00
C26 -2.69 -4.20 -0.07  0.00
C27 -3.48 -5.22 0.41  0.00
C28 -4.79 -5.38 -0.04  0.00
C29 -5.28 -4.48 -0.98  0.00
C30 -4.49 -3.45 -1.46  0.00
C31 -2.60 -1.40 -2.68  0.00
C32 -2.26 -0.04 -2.74  0.00
C33 -2.48 0.71 -3.88  0.00
C34 -3.04 0.12 -5.01  0.00
C35 -3.39 -1.22 -4.97  0.00
C36 -3.17 -1.97 -3.82  0.00
H24 -1.67 -4.09 0.29  0.00
H25 -3.07 -5.91 1.14  0.00
H26 -5.41 -6.18 0.34  0.00
H27 -6.30 -4.57 -1.34  0.00
H28 -4.91 -2.75 -2.17  0.00
H29 -1.82 0.43 -1.87  0.00
H30 -2.19 1.75 -3.89  0.00
H31 -3.21 0.70 -5.91  0.00
H32 -3.82 -1.70 -5.84  0.00
H33 -3.42 -3.03 -3.82  0.00